Version w
{"formula": "C2H3N3O2", "method": "the ωB97M-V functional and the def2-TZVPD basis", "charge": 0, "homo_energy_ev": -9.58, "e_lumo_ev": -0.80, "gap_ha": 0.3227, "elements": ["N", "C", "N", "O", "C", "O", "N", "H", "H", "H"], "xyz": [[0.784, 1.091, -1.311], [0.117, 0.482, -0.290], [0.917, 0.702, 0.963], [0.454, 0.159, 1.921], [-1.329, -2.149, 1.890], [-0.468, -2.787, 1.502], [-0.955, -0.189, -0.254], [0.313, 1.274, -2.182], [1.555, 1.694, -1.067], [-1.388, -0.277, -1.172]]}

Version x
{"formula": "C2H3N3O2", "method": "the ωB97M-V functional and the def2-TZVPD basis", "charge": 0, "homo_energy_ev": -8.40, "e_lumo_ev": 0.04, "gap_ha": 0.3099, "elements": ["C", "C", "N", "N", "N", "O", "O", "H", "H", "H"], "xyz": [[-0.690, 0.529, -0.150], [0.729, 0.608, -0.074], [0.012, -1.525, 0.095], [-1.115, -0.708, -0.075], [1.237, -0.640, -0.010], [-2.232, -1.199, 0.025], [2.327, -1.218, 0.005], [-1.150, 1.481, -0.131], [1.446, 1.480, -0.063], [-0.077, -2.431, -0.296]]}

Version y
{"formula": "C2H3N3O2", "method": "the ωB97M-V functional and the def2-TZVPD basis", "charge": 0, "homo_energy_ev": -9.05, "smiles": "[H]/N=c1\\[nH]c(O)no1", "e_lumo_ev": -0.11, "gap_ha": 0.3284, "elements": ["H", "N", "C", "N", "C", "O", "N", "O", "H", "H"], "xyz": [[2.704, -0.904, -0.195], [2.331, 0.053, -0.113], [1.141, 0.276, -0.006], [-0.017, -0.516, -0.041], [-1.078, 0.398, -0.022], [-2.392, 0.022, -0.097], [-0.750, 1.636, -0.134], [0.615, 1.532, 0.098], [-0.014, -1.504, 0.241], [-2.540, -0.993, 0.269]]}

Version z
{"formula": "C2H3N3O2", "method": "the ωB97M-V functional and the def2-TZVPD basis", "charge": 0, "homo_energy_ev": [-9.50, -9.50], "e_lumo_ev": [-0.85, -0.85], "gap_ha": [0.3179, 0.3179], "elements": ["N", "C", "N", "O", "C", "O", "N", "H", "H", "H"], "xyz": [[1.647, 0.467, -0.795], [0.495, 0.074, -0.189], [0.773, -0.141, 1.263], [-0.073, -0.773, 1.824], [-2.440, -0.185, 1.182], [-2.965, -1.145, 0.869], [-0.677, -0.085, -0.633], [1.608, 0.875, -1.714], [2.430, 0.706, -0.206], [-0.798, 0.207, -1.600]]}

The structure with the least stability is version x.

Version w
{"formula": "C11H14BrNO4S", "method": "the ωB97M-V functional and the def2-TZVPD basis", "charge": 0, "homo_energy_ev": -8.60, "smiles": "CCC[C@@H](NS(=O)(=O)c1ccc(Br)cc1)C(=O)O", "e_lumo_ev": -0.41, "gap_ha": 0.3009, "elements": ["C", "C", "C", "C", "N", "S", "O", "O", "C", "C", "C", "C", "Br", "C", "C", "C", "O", "O", "H", "H", "H", "H", "H", "H", "H", "H", "H", "H", "H", "H", "H", "H"], "xyz": [[-3.823, -1.356, 0.933], [-2.252, -1.632, 1.045], [-1.407, -0.592, 0.755], [-1.396, -0.396, -0.555], [-1.122, 1.158, -1.108], [-0.226, 2.211, -0.166], [-0.109, 3.341, -0.857], [-0.762, 2.430, 1.277], [1.387, 1.623, -0.100], [2.354, 1.546, -1.188], [3.630, 1.287, -1.012], [4.002, 0.464, -0.062], [5.724, -0.223, 0.219], [3.110, 0.266, 1.285], [1.940, 0.671, 1.175], [-0.243, -1.056, -1.132], [0.833, -0.480, -2.010], [-0.346, -2.391, -1.274], [-4.361, -2.205, 1.104], [-4.054, -0.984, -0.240], [-4.180, -0.533, 1.342], [-2.223, -2.617, 0.564], [-2.246, -2.051, 2.187], [-0.455, -0.951, 1.053], [-1.892, 0.262, 1.304], [-2.196, -0.401, -1.265], [-0.929, 1.453, -1.902], [1.860, 2.393, -1.762], [4.235, 1.331, -1.972], [3.630, -0.145, 1.958], [1.191, 0.681, 2.038], [0.324, -3.104, -1.637]]}

Version x
{"formula": "C11H14BrNO4S", "method": "the ωB97M-V functional and the def2-TZVPD basis", "charge": 0, "homo_energy_ev": -9.70, "smiles": "CCC[C@@H](NS(=O)(=O)c1ccc(Br)cc1)C(=O)O", "e_lumo_ev": 0.30, "gap_ha": 0.3674, "elements": ["C", "C", "C", "C", "N", "S", "O", "O", "C", "C", "C", "C", "Br", "C", "C", "C", "O", "O", "H", "H", "H", "H", "H", "H", "H", "H", "H", "H", "H", "H", "H", "H"], "xyz": [[3.080, -3.051, 0.567], [2.556, -1.665, 0.214], [1.395, -1.264, 1.121], [0.833, 0.118, 0.774], [-0.391, 0.366, 1.513], [-1.116, 1.815, 1.055], [-2.026, 2.188, 2.091], [-0.122, 2.753, 0.613], [-2.032, 1.243, -0.370], [-3.166, 0.482, -0.164], [-3.870, 0.002, -1.254], [-3.413, 0.297, -2.531], [-4.370, -0.363, -4.029], [-2.276, 1.063, -2.740], [-1.581, 1.540, -1.642], [1.849, 1.206, 1.114], [2.067, 1.569, 2.237], [2.498, 1.659, 0.047], [2.294, -3.796, 0.460], [3.436, -3.074, 1.594], [3.903, -3.324, -0.088], [2.223, -1.653, -0.826], [3.363, -0.936, 0.310], [1.724, -1.253, 2.162], [0.584, -1.989, 1.029], [0.589, 0.178, -0.290], [-0.226, 0.373, 2.512], [-3.487, 0.287, 0.846], [-4.761, -0.592, -1.121], [-1.945, 1.282, -3.743], [-0.698, 2.149, -1.755], [3.085, 2.392, 0.295]]}

The structure with the least stability is version w.

Version w
{"formula": "C24H31N3O4", "method": "the ωB97M-V functional and the def2-TZVPD basis", "charge": 0, "homo_energy_ev": -7.85, "smiles": "CCOc1ccc(NC(=O)CN2CCN(CC(=O)c3ccc(OCC)cc3)CC2)cc1", "e_lumo_ev": 0.65, "gap_ha": 0.3125, "elements": ["C", "C", "O", "C", "C", "C", "C", "N", "C", "O", "C", "N", "C", "C", "N", "C", "C", "O", "C", "C", "C", "C", "O", "C", "C", "C", "C", "C", "C", "C", "C", "H", "H", "H", "H", "H", "H", "H", "H", "H", "H", "H", "H", "H", "H", "H", "H", "H", "H", "H", "H", "H", "H", "H", "H", "H", "H", "H", "H", "H", "H", "H"], "xyz": [[-7.595, -1.298, 0.222], [-7.323, -0.197, 1.243], [-6.651, 0.912, 0.684], [-5.316, 0.833, 0.417], [-4.769, 1.946, -0.226], [-3.427, 1.993, -0.530], [-2.589, 0.927, -0.203], [-1.237, 1.024, -0.542], [-0.218, 0.170, -0.292], [-0.308, -0.901, 0.275], [1.108, 0.681, -0.853], [1.148, 2.136, -0.900], [2.132, 2.692, -1.819], [3.521, 2.898, -1.173], [3.632, 2.005, -0.039], [4.973, 1.804, 0.466], [4.984, 0.565, 1.359], [5.491, 0.570, 2.457], [4.250, -0.584, 0.796], [3.425, -1.326, 1.640], [2.593, -2.310, 1.145], [2.603, -2.609, -0.217], [1.819, -3.526, -0.816], [0.736, -4.079, -0.083], [-0.101, -4.900, -1.051], [3.495, -1.924, -1.053], [4.284, -0.912, -0.561], [2.718, 2.403, 1.017], [1.334, 2.722, 0.416], [-3.130, -0.179, 0.438], [-4.479, -0.227, 0.745], [-8.172, -0.897, -0.607], [-8.158, -2.101, 0.690], [-6.665, -1.701, -0.172], [-6.771, -0.591, 2.105], [-8.270, 0.215, 1.603], [-5.423, 2.766, -0.474], [-3.018, 2.861, -1.027], [-0.948, 1.882, -1.001], [1.182, 0.293, -1.874], [1.921, 0.238, -0.272], [1.748, 3.657, -2.169], [2.210, 2.028, -2.680], [4.303, 2.655, -1.894], [3.652, 3.954, -0.874], [5.650, 1.633, -0.376], [5.353, 2.664, 1.045], [3.415, -1.090, 2.694], [1.931, -2.829, 1.819], [1.117, -4.720, 0.723], [0.139, -3.267, 0.347], [-0.936, -5.353, -0.523], [-0.485, -4.261, -1.841], [0.505, -5.683, -1.501], [3.520, -2.193, -2.098], [4.945, -0.383, -1.230], [2.645, 1.575, 1.728], [3.095, 3.285, 1.566], [1.212, 3.803, 0.302], [0.547, 2.361, 1.081], [-2.490, -1.006, 0.698], [-4.856, -1.104, 1.247]]}

Version x
{"formula": "C24H31N3O4", "method": "the ωB97M-V functional and the def2-TZVPD basis", "charge": 0, "homo_energy_ev": -7.90, "smiles": "COc1ccc(OC)c(Cc2nnc(CCC(=O)N[C@H]3[C@@H]4C[C@H]5C[C@@H](C4)C[C@@H]3C5)o2)c1", "e_lumo_ev": 0.71, "gap_ha": 0.3167, "elements": ["C", "O", "C", "C", "C", "C", "O", "C", "C", "C", "C", "N", "N", "C", "C", "C", "C", "O", "N", "C", "C", "C", "C", "C", "C", "C", "C", "C", "C", "O", "C", "H", "H", "H", "H", "H", "H", "H", "H", "H", "H", "H", "H", "H", "H", "H", "H", "H", "H", "H", "H", "H", "H", "H", "H", "H", "H", "H", "H", "H", "H", "H"], "xyz": [[3.006, 5.606, -2.253], [3.230, 4.946, -1.032], [2.949, 3.613, -0.954], [3.175, 3.008, 0.279], [2.924, 1.664, 0.465], [2.439, 0.887, -0.581], [2.147, -0.445, -0.495], [2.452, -1.121, 0.705], [2.221, 1.486, -1.826], [1.731, 0.634, -2.969], [0.444, -0.016, -2.626], [-0.617, 0.535, -2.138], [-1.535, -0.446, -1.987], [-0.990, -1.544, -2.394], [-1.597, -2.896, -2.373], [-0.861, -3.808, -1.384], [-0.575, -3.216, -0.004], [0.389, -3.595, 0.635], [-1.456, -2.313, 0.456], [-1.285, -1.639, 1.726], [-2.454, -1.919, 2.680], [-2.106, -1.329, 4.047], [-1.907, 0.180, 3.913], [-3.200, 0.817, 3.403], [-3.548, 0.231, 2.035], [-3.742, -1.279, 2.163], [-2.412, 0.522, 1.058], [-1.122, -0.122, 1.564], [-0.771, 0.465, 2.931], [0.272, -1.343, -2.823], [2.470, 2.836, -2.003], [3.631, 5.197, -3.054], [1.953, 5.555, -2.551], [3.280, 6.646, -2.081], [3.552, 3.613, 1.089], [3.113, 1.230, 1.433], [2.086, -2.139, 0.579], [1.944, -0.667, 1.560], [3.531, -1.134, 0.886], [2.451, -0.160, -3.182], [1.600, 1.248, -3.862], [-1.531, -3.336, -3.371], [-2.652, -2.789, -2.117], [0.109, -4.094, -1.795], [-1.437, -4.724, -1.236], [-2.187, -1.962, -0.140], [-0.368, -2.062, 2.153], [-2.588, -3.003, 2.768], [-1.196, -1.795, 4.431], [-2.913, -1.536, 4.754], [-1.654, 0.601, 4.893], [-3.074, 1.899, 3.321], [-4.011, 0.627, 4.110], [-4.474, 0.688, 1.668], [-4.019, -1.705, 1.196], [-4.556, -1.492, 2.861], [-2.260, 1.600, 0.974], [-2.654, 0.158, 0.058], [-0.320, 0.083, 0.847], [-0.617, 1.542, 2.840], [0.157, 0.024, 3.305], [2.287, 3.268, -2.974]]}

The structure with the least stability is version w.

Version w
{"formula": "C2H6OSi", "method": "the ωB97M-V functional and the def2-TZVPD basis", "charge": 0, "homo_energy_ev": [-8.60, -8.48], "e_lumo_ev": [-0.13, -0.03], "gap_ha": [0.3111, 0.3108], "elements": ["C", "C", "O", "Si", "H", "H", "H", "H", "H", "H"], "xyz": [[1.097, -0.024, 1.470], [-1.148, -0.221, 0.164], [2.023, -0.766, 1.395], [-0.170, 0.056, -1.352], [1.239, 0.979, 1.878], [-1.460, 0.683, 0.759], [-1.384, -1.289, 0.592], [0.706, -1.175, -1.434], [0.234, 1.394, -0.899], [-1.138, 0.364, -2.575]]}

Version x
{"formula": "C2H6OSi", "method": "the ωB97M-V functional and the def2-TZVPD basis", "charge": 0, "homo_energy_ev": -7.38, "e_lumo_ev": -0.17, "gap_ha": 0.2650, "elements": ["C", "C", "O", "Si", "H", "H", "H", "H", "H", "H"], "xyz": [[-2.670, 0.147, -0.168], [2.161, -0.301, -0.196], [-1.611, 0.587, 0.284], [0.761, 0.941, 0.017], [-2.811, -0.962, -0.211], [-3.604, 0.710, -0.290], [3.126, -0.006, -0.855], [2.486, -0.754, 0.797], [1.708, -1.055, -0.833], [0.452, 0.694, 1.456]]}

The structure with the least stability is version w.